[1]
The following is a quantum chemistry calculation of a cluster of 14 separate species, C5H41N3O13 in total in a non-equilibrium geometry, from the Open Molecules 2025 dataset.

Geometry (Å):
N1 2.2240 -1.2496 -2.5827
C1 2.6583 0.0554 -2.0875
C2 3.3550 0.2232 -0.6965
N2 2.7601 -0.3868 0.4506
C3 3.7751 -0.6353 1.5412
C4 1.6006 0.2743 1.0623
C5 0.2621 -0.2705 0.4905
N3 -0.1488 0.2590 -0.7800
H1 3.0080 -1.7169 -3.0138
H2 1.7407 -1.8154 -1.8974
H3 1.8614 0.7742 -2.2707
H4 3.4136 0.4240 -2.7806
H5 3.6474 1.2872 -0.6741
H6 4.3559 -0.1667 -0.8996
H7 3.6015 -1.6563 1.8915
H8 3.6782 0.1083 2.3233
H9 4.7340 -0.6951 1.0354
H10 1.5059 1.3485 0.8839
H11 1.6511 0.1247 2.1321
H12 0.2153 -1.3482 0.5521
H13 -0.5198 -0.0287 1.2156
H14 -0.1148 -0.4171 -1.5227
H15 0.3365 1.0906 -1.0821
H16 2.9841 2.3014 2.1870
H17 1.8731 3.0402 2.9005
O1 2.5994 2.4176 3.0586
H18 -1.3658 2.1274 -0.4367
H19 -2.3599 3.2181 -0.2294
O2 -1.6384 2.7698 0.2289
H20 1.8408 -0.9721 4.6387
H21 1.4914 0.5379 4.4652
O3 1.1495 -0.3148 4.7495
H22 -2.9750 0.4325 -2.7586
H23 -4.0597 1.2747 -2.2614
O4 -3.1113 1.1383 -2.1083
H24 -2.5937 -1.5374 3.9583
H25 -3.2433 -0.6857 2.9319
O5 -3.3055 -1.5606 3.3142
H26 -0.8047 2.2207 -3.0710
H27 -0.1410 2.0891 -4.4505
O6 -0.4854 2.7307 -3.8186
H28 -3.5097 -3.0228 0.9971
H29 -3.7422 -2.3809 -0.3207
O7 -3.7218 -3.2615 0.0861
H30 -2.7593 -2.7292 -2.9090
H31 -2.0957 -1.7387 -1.9497
O8 -2.0861 -2.0382 -2.8627
H32 -0.9541 -1.2907 -4.9119
H33 0.3404 -0.7181 -4.2426
O9 -0.3521 -0.5448 -4.8879
H34 -3.3443 -0.0311 -0.8252
H35 -3.6236 -0.0244 0.6300
O10 -3.9107 -0.4904 -0.1613
H36 -1.5526 1.0167 2.5891
H37 -0.6671 0.4809 3.7969
O11 -1.5372 0.4847 3.3855
H38 0.0308 -3.4949 -0.2878
H39 0.0092 -2.8817 -1.6999
O12 0.5061 -2.8905 -0.8705
H40 -0.8445 2.9394 1.8268
H41 -1.1368 2.6849 3.3047
O13 -0.5049 3.1205 2.7236

Calculated values
- total energy (a.u.) = -1357.1311
- spin multiplicity = 2
- HOMO-LUMO gap (spin up / spin down) (eV) = 10.3 / 5.4
- total charge = +1
- energy above the lowest of the compared OMol25 structures with the same formula, charge and spin (eV) = 2.805
- ⟨S²⟩ = 0.755
- highest occupied orbital energy (spin up / spin down) (eV) = -13.1 / -13.1

***

[2]
The following is a quantum chemistry calculation of a structure of composition C5H42NO14S in a non-equilibrium geometry, from the Open Molecules 2025 dataset.

Geometry (Å):
C1 1.9030 0.4821 -1.0631
C2 1.6361 0.7491 0.3923
C3 2.8026 0.9452 1.2732
C4 2.7585 -0.3096 2.1562
S1 1.0530 -0.7280 1.5878
C5 0.4884 -1.9928 2.7861
N1 0.5315 1.6667 0.4750
H1 2.1966 -0.5902 -1.0855
H2 2.6939 1.1639 -1.4649
H3 0.9810 0.6467 -1.6046
H4 1.0854 -1.7519 0.6681
H5 3.8111 0.9571 0.7648
H6 2.7520 1.9133 1.9289
H7 3.3407 -1.1068 1.6413
H8 2.8918 -0.1130 3.2517
H9 0.6978 -3.0063 2.5978
H10 -0.6296 -2.0006 2.5684
H11 0.4279 -1.8844 3.8169
H12 -0.4016 1.4692 -0.0871
H13 0.1496 2.0731 1.4406
H14 0.8548 2.5805 0.2112
H15 -2.6410 2.2957 -1.5645
H16 -2.7045 0.7870 -1.3089
O1 -2.2292 1.5914 -1.0808
H17 -2.8844 -2.0091 2.1787
H18 -2.9383 -1.6503 3.6853
O2 -2.3306 -2.1223 3.0798
H19 -2.0782 -0.1029 -4.1695
H20 -1.0569 0.8631 -4.8271
O3 -2.0300 0.8160 -4.4148
H21 -0.9047 2.0577 4.1696
H22 -1.5419 1.4123 2.7295
O4 -0.7787 1.7684 3.2055
H23 -3.3903 1.4825 1.2739
H24 -2.5476 0.2476 1.1282
O5 -2.9399 0.7877 1.7497
H25 2.6811 -2.8577 -1.9882
H26 2.6819 -1.4176 -2.6691
O6 2.1600 -2.0621 -2.1948
H27 -2.7551 -3.0489 -0.0802
H28 -3.0108 -1.4297 -0.0444
O7 -3.0527 -2.2529 0.3577
H29 -0.9417 3.4587 -1.6696
H30 -0.1966 4.6558 -1.4897
O8 -0.3034 3.8437 -0.9535
H31 -0.3938 -2.1367 -3.0835
H32 -0.0734 -0.6923 -2.4815
O9 -0.7122 -1.2316 -2.9616
H33 4.1722 -0.8394 -4.2108
H34 4.3461 -0.0496 -2.9910
O10 3.6446 -0.3118 -3.6788
H35 -2.8483 -1.3684 -2.7614
H36 -4.2633 -1.3766 -3.0296
O11 -3.6917 -1.2073 -2.3526
H37 4.2075 -3.8613 0.2225
H38 4.9190 -2.4435 -0.1066
O12 4.2704 -3.0642 -0.4237
H39 -2.5788 3.8454 -3.4629
H40 -2.1088 2.4047 -3.6046
O13 -2.2659 3.1349 -3.0344
H41 0.2522 -0.3962 5.7420
H42 -0.2553 0.6551 4.7493
O14 0.2470 0.5479 5.5799

Calculated values
- total energy (a.u.) = -1721.5645
- HOMO-LUMO gap (eV) = 7.1
- total charge = +1
- energy above the lowest of the compared OMol25 structures with the same formula, charge and spin (eV) = 0.000
- highest occupied orbital energy (eV) = -9.5

***

[3]
The following is a quantum chemistry calculation of a cluster of 15 separate species, C5H44N2O14 in total in a non-equilibrium geometry, from the Open Molecules 2025 dataset.

Geometry (Å):
C1 1.0395 -0.8957 -0.4879
C2 -0.4319 -1.1667 -0.8539
C3 -1.3933 -0.6459 0.2381
C4 -1.7693 0.8314 -0.0366
C5 -2.5219 1.4457 1.1258
N1 -1.6368 2.1406 2.1334
N2 1.8723 -1.8216 -1.3076
H1 1.2871 0.1343 -0.7378
H2 1.2667 -0.9990 0.5666
H3 -0.6804 -0.6391 -1.7789
H4 -0.5755 -2.2341 -1.0128
H5 -2.3338 -1.1816 0.1342
H6 -0.8845 -0.7342 1.1990
H7 -2.3006 0.8938 -0.9848
H8 -0.8172 1.3255 -0.2651
H9 -3.3802 2.0649 0.8815
H10 -3.1119 0.6222 1.5334
H11 -1.5970 1.6897 3.0759
H12 -2.1251 3.0376 2.1966
H13 -0.6930 2.1967 1.7632
H14 1.9009 -1.5531 -2.2882
H15 1.6670 -2.8391 -1.3039
H16 2.8135 -1.6558 -0.9390
H17 0.7596 -2.9817 -5.1042
H18 1.6973 -1.8517 -5.2332
O1 1.1309 -2.2679 -4.5690
H19 -2.9833 -2.1269 4.5040
H20 -4.0012 -1.0375 4.6595
O2 -3.1115 -1.1805 4.3192
H21 -2.1067 -1.7040 -4.2662
H22 -0.9763 -2.5554 -4.7664
O3 -1.6850 -2.5583 -4.1354
H23 2.3611 3.2427 -2.0467
H24 2.7282 3.9955 -0.7869
O4 2.9246 3.1732 -1.2689
H25 -1.6701 0.3850 4.8398
H26 -0.4260 1.1696 5.1648
O5 -1.2354 1.2280 4.6530
H27 -3.4041 4.9769 0.7306
H28 -1.9335 5.3243 0.6734
O6 -2.5383 4.6417 0.9861
H29 1.0935 5.4095 0.8546
H30 0.9743 3.9490 0.6328
O7 1.2860 4.7457 0.1813
H31 2.9226 1.7030 1.6777
H32 2.5921 2.5786 0.4824
O8 2.1728 2.0202 1.1643
H33 1.6674 -5.4299 -1.3887
H34 2.2701 -4.4801 -2.3891
O9 1.6044 -4.5155 -1.6917
H35 -3.2559 -4.3326 3.2252
H36 -1.8983 -4.4086 4.1008
O10 -2.7884 -4.0730 4.0187
H37 3.7270 -0.9466 2.4376
H38 4.6706 -0.9068 1.2713
O11 3.7388 -0.7813 1.4884
H39 3.5547 1.0732 -1.3318
H40 4.7775 0.3824 -1.7897
O12 3.9735 0.1976 -1.2988
H41 4.2014 -2.2859 -3.8837
H42 3.5110 -0.9605 -3.7245
O13 3.8436 -1.6988 -3.2064
H43 -5.2273 0.2219 -1.0207
H44 -5.5354 1.5096 -0.1595
O14 -5.0006 1.1392 -0.8553

Calculated values
- total energy (a.u.) = -1379.2784
- HOMO-LUMO gap (eV) = 11.1
- total charge = +2
- energy above the lowest of the compared OMol25 structures with the same formula, charge and spin (eV) = 0.000
- highest occupied orbital energy (eV) = -15.7

***

Question: Which formula does entry 3 have?
Answer: C5H44N2O14